This record from the Open Molecules 2025 dataset describes a molecular structure, C22H56AlF3O24S8. The level of theory is ωB97M-V with the def2-TZVPD basis set.

Calculated values
Relative energy (zero: lowest compared OMol25 entry of this formula, charge and spin) in kJ/mol: 913.9
E_tot in hartree: -6403.97994
HOMO energy in eV: -14.20
Charge: +2

XYZ file:
```
114
Properties=species:S:1:pos:R:3:lowdin_charge:R:1
Al 15.46622 28.65241 4.72156 0.99
C 22.70844 28.31398 6.05783 -0.65
F 23.89895 28.67130 5.61281 0.16
F 22.81276 27.08576 6.59631 0.15
F 22.33628 29.20055 6.98424 0.17
S 21.58537 28.26513 4.56267 0.58
O 21.70243 29.53547 3.89832 -0.11
O 22.04157 27.11162 3.71406 -0.11
O 20.25172 28.03493 5.03731 -0.12
O 27.48794 21.89494 4.24165 -0.28
S 26.17934 21.35134 4.64876 0.71
O 25.94410 19.95455 4.40058 -0.25
O 25.86827 21.72242 6.27910 -0.24
C 26.40723 22.96119 6.80284 -0.29
C 27.65863 22.69780 7.53258 -0.07
C 24.79680 22.38196 3.96384 -0.08
H 25.63365 23.37788 7.44785 0.13
H 26.59135 23.70431 6.02697 0.12
H 27.92256 23.62502 8.04121 0.09
H 28.42452 22.35782 6.83551 0.09
H 27.55674 21.97520 8.34225 0.09
H 23.90632 22.04213 4.49266 0.07
H 24.80805 22.11774 2.90640 0.07
H 24.95006 23.45656 4.06303 0.07
O 18.17922 27.98238 -2.23579 -0.29
S 18.95136 27.50379 -1.09805 0.70
O 18.36388 27.64004 0.26243 -0.34
O 19.46517 25.93748 -1.34468 -0.29
C 19.62108 25.54561 -2.72027 -0.27
C 20.47254 24.27085 -2.84222 -0.06
C 20.68679 28.28799 -1.11998 -0.09
H 20.16785 26.31568 -3.26445 0.11
H 18.64409 25.35827 -3.16580 0.12
H 20.49529 23.91670 -3.87283 0.08
H 19.99770 23.46800 -2.27824 0.08
H 21.51287 24.39958 -2.54350 0.07
H 21.37082 27.62806 -0.58642 0.06
H 20.57150 29.29149 -0.71035 0.06
H 21.07491 28.39835 -2.13254 0.06
O 28.87240 29.11072 0.54856 -0.27
S 27.54913 28.86708 -0.08594 0.69
O 27.40977 29.06618 -1.50243 -0.26
O 27.17671 27.28317 0.25487 -0.26
C 25.99560 26.76373 -0.34143 -0.29
C 26.47216 25.47654 -0.95935 -0.06
C 26.22335 29.69306 0.85313 -0.11
H 25.62582 27.49583 -1.05932 0.11
H 25.20732 26.61235 0.39600 0.12
H 26.95009 24.91535 -0.15638 0.09
H 27.14524 25.66156 -1.79650 0.09
H 25.78930 24.73983 -1.38250 0.08
H 26.62683 30.61173 1.27897 0.07
H 25.97541 29.10793 1.73871 0.07
H 25.34388 29.97813 0.27575 0.07
O 17.01638 23.47055 3.97210 -0.30
S 17.82230 22.23605 3.97557 0.69
O 18.87057 22.06264 4.94408 -0.29
O 16.80579 20.90519 3.96858 -0.26
C 17.31206 19.60611 4.16342 -0.28
C 16.18621 18.61979 4.61910 -0.04
C 18.64790 21.94317 2.32044 -0.08
H 18.05989 19.54999 4.95444 0.12
H 17.70738 19.22165 3.22320 0.11
H 16.52185 17.61282 4.37120 0.08
H 15.27286 18.68935 4.02829 0.08
H 15.99774 18.76979 5.68215 0.08
H 19.12852 20.96546 2.28607 0.07
H 19.37292 22.75687 2.30253 0.06
H 17.90817 22.15396 1.54812 0.07
O 17.17908 23.24352 10.00290 -0.28
S 17.52098 24.65968 10.01640 0.72
O 17.09413 25.54509 8.95688 -0.30
O 17.19529 25.36556 11.55892 -0.26
C 16.99165 24.51738 12.70510 -0.27
C 17.01193 25.32546 13.99432 -0.05
C 19.42800 24.75586 10.10960 -0.07
H 17.72348 23.71049 12.66680 0.12
H 16.00089 24.07546 12.59930 0.13
H 16.25265 26.10549 14.05050 0.09
H 17.98735 25.81098 14.02500 0.08
H 16.89219 24.66714 14.85477 0.09
H 19.76391 25.76031 10.36717 0.06
H 19.78512 24.52314 9.10640 0.06
H 19.69282 24.12436 10.95764 0.06
O 27.76535 26.62722 10.99452 -0.30
S 28.11100 28.02759 11.35872 0.73
O 27.26870 28.82209 12.24939 -0.27
O 29.69979 28.20462 11.88142 -0.26
C 30.79947 27.54984 11.22300 -0.26
C 31.95854 27.41467 12.23981 -0.05
C 28.17128 29.03313 9.77889 -0.08
H 31.05892 28.14949 10.35053 0.12
H 30.56303 26.54461 10.87413 0.11
H 32.17858 28.43868 12.54160 0.08
H 32.86938 27.06441 11.75423 0.09
H 31.72751 26.93587 13.19137 0.09
H 28.88849 28.47009 9.18165 0.06
H 28.34975 30.09821 9.92669 0.08
H 27.18858 28.98021 9.31027 0.06
O 18.67090 32.63366 4.54091 -0.33
S 19.30084 33.91665 4.96818 0.73
O 18.57660 34.97611 5.66834 -0.28
O 20.65445 33.51164 5.86858 -0.26
C 21.49499 34.50969 6.37127 -0.31
C 22.97126 34.15208 6.57243 -0.05
C 20.23680 34.60540 3.53882 -0.09
H 21.07702 34.94247 7.28017 0.13
H 21.51831 35.45289 5.82543 0.12
H 23.08481 33.17926 7.05079 0.08
H 23.47402 34.86485 7.22611 0.09
H 23.51102 34.20191 5.62677 0.08
H 19.63093 34.34807 2.67003 0.07
H 21.22791 34.15240 3.56339 0.07
H 20.35313 35.68459 3.63837 0.07
```



This record from the Open Molecules 2025 dataset describes a molecular structure, C5H14AlBrN3. The level of theory is ωB97M-V with the def2-TZVPD basis set.

Calculated values
E_tot in hartree: -3179.72332
HOMO energy in eV: -4.99
Charge: -1

XYZ file:
```
24
Properties=species:S:1:pos:R:3:lowdin_charge:R:1
N 2.95870 -0.84798 1.27958 0.09
C 2.60834 -0.67382 0.05282 -0.54
N 3.34872 0.23614 -0.75207 0.09
N 1.50797 -1.42638 -0.53469 0.00
C 0.49778 -0.39117 -0.99074 -0.23
C -0.90767 -1.03541 -1.25957 -0.21
C -2.12178 -0.18804 -0.74259 -0.31
C -2.17141 0.00864 0.82264 -0.35
Al -1.29290 1.74701 1.49182 -0.17
Br -2.87389 3.50339 1.95433 -0.03
H 2.36102 -1.54246 1.72846 0.03
H 2.74607 0.92757 -1.19362 0.07
H 4.00372 0.76453 -0.18073 0.08
H 1.01826 -1.92140 0.21375 0.09
H 0.90190 0.04680 -1.94041 0.11
H 0.49729 0.42179 -0.22597 0.04
H -0.91882 -2.10151 -0.90484 0.11
H -1.01793 -1.10329 -2.37739 0.10
H -3.04651 -0.76913 -1.02885 0.09
H -2.19390 0.78103 -1.30306 0.10
H -1.76444 -0.87698 1.39028 0.04
H -3.25832 0.06456 1.11892 0.03
H -0.21845 2.32417 0.43137 -0.11
H -0.42146 1.34441 2.78794 -0.13
```



This record from the Open Molecules 2025 dataset describes 2 unconnected molecules or ions with the total composition C16H18B2F4N4O5PS2. The level of theory is ωB97M-V with the def2-TZVPD basis set.

Calculated values
E_tot in hartree: -2802.96521
HOMO energy in eV: -6.76
Charge: -1

XYZ file:
```
52
Properties=species:S:1:pos:R:3:lowdin_charge:R:1
C -5.06342 -0.24130 0.03402 0.11
C -4.43221 0.67139 0.50708 -0.13
C -3.55648 1.74716 1.08588 -0.14
C -2.10262 1.43163 0.69256 -0.13
C -1.30200 0.85934 1.67218 -0.03
C 0.05245 0.47534 1.46306 0.00
C 0.61565 0.68555 0.19562 -0.11
C 2.06548 0.21885 -0.01813 -0.10
C 2.13392 -1.30845 -0.40912 -0.15
C 0.77102 -1.89279 -0.90339 -0.18
C 0.99904 -3.37396 -1.32277 -0.28
N 1.46525 -3.49797 -2.72693 -0.02
C -0.17595 1.29243 -0.82200 -0.01
B 0.54657 1.48616 -2.25178 -0.61
N 1.76745 2.22091 -2.42510 0.19
O -0.05442 0.92174 -3.38868 0.05
C -1.54196 1.67464 -0.59659 -0.17
P -2.53076 2.43770 -1.93520 0.30
O -3.88058 3.19565 -1.42933 -0.24
O -1.67104 3.58354 -2.73330 -0.20
S -3.10623 1.01287 -3.12337 0.33
C 0.64808 -0.12379 2.75007 -0.31
O 1.66821 -0.70036 2.91553 0.21
N -0.36632 0.20284 3.72634 0.01
N 0.08733 1.12345 4.72917 0.11
C 0.19758 2.27385 4.34589 -0.73
S 0.20558 3.73006 3.75687 0.76
C -1.63889 0.48298 3.11757 -0.33
O -2.67794 0.37475 3.69647 0.15
H -5.48063 -1.22011 -0.14668 0.04
H -3.88416 2.76525 0.83398 0.11
H -3.65933 1.65288 2.18333 0.11
H 2.64370 0.87780 -0.67826 0.09
H 2.53925 0.29522 0.98044 0.11
H 2.96042 -1.51204 -1.10602 0.12
H 2.36247 -1.87408 0.51318 0.09
H 0.38155 -1.29544 -1.74919 0.10
H 0.04365 -1.93633 -0.06986 0.11
H 0.03736 -3.93447 -1.23933 0.10
H 1.68068 -3.86975 -0.60547 0.12
H 1.81688 -4.44907 -2.81876 0.06
H 0.63688 -3.44780 -3.31413 0.06
H 1.92425 2.52141 -3.38022 0.09
H 1.89132 2.97723 -1.76120 0.09
H -0.20268 1.66589 -3.98969 0.08
H -4.53267 2.56355 -1.08839 0.04
H -2.28501 3.96214 -3.38559 0.08
B 4.33019 -3.31444 2.09087 -1.23
F 4.80133 -2.72783 3.28528 0.07
F 2.92257 -3.48928 2.16744 0.06
F 4.63221 -2.46769 0.99497 0.07
F 4.95123 -4.57005 1.90094 0.07
```



This record from the Open Molecules 2025 dataset describes 12 unconnected molecules or ions with the total composition C15H54N10O12. The level of theory is ωB97M-V with the def2-TZVPD basis set.

Calculated values
Relative energy (zero: lowest compared OMol25 entry of this formula, charge and spin) in kJ/mol: 134.6
E_tot in hartree: -2054.22074
HOMO energy in eV: -8.29
Charge: 0
Structure (SMILES): NC(N)=O.NC(N)=O.NC(N)=O.NC(N)=O.NC(N)=O.CCO.CCO.CCO.CO.CO.CO.CO

XYZ file:
```
91
Properties=species:S:1:pos:R:3:lowdin_charge:R:1
C -5.12803 -1.13004 -1.46325 -0.06
C -3.93705 -0.65056 -2.25224 -0.37
O -3.90839 0.70851 -2.42310 -0.05
H -6.04573 -0.70923 -1.73337 0.06
H -5.01114 -1.14256 -0.35908 0.05
H -5.23843 -2.20176 -1.61609 0.07
H -3.97727 -1.12379 -3.24492 0.12
H -3.01996 -0.99154 -1.80019 0.06
H -3.20108 0.94098 -3.01381 0.04
C 2.70134 -2.65354 -0.60665 -0.09
C 2.84253 -2.85131 -2.09247 -0.28
O 2.17088 -1.69902 -2.60982 -0.12
H 3.18629 -1.78706 -0.12556 0.09
H 3.22472 -3.43268 -0.05505 0.09
H 1.71200 -2.70583 -0.21864 0.04
H 2.38217 -3.81060 -2.47094 0.13
H 3.92027 -2.87186 -2.45659 0.13
H 2.06690 -1.89749 -3.53606 0.10
C -2.85896 -0.00232 1.58510 -0.05
C -4.36374 -0.05354 1.90612 -0.35
O -4.45699 0.24766 3.21817 -0.04
H -2.30822 0.92394 1.77656 0.07
H -2.69302 -0.22492 0.55182 0.06
H -2.25912 -0.69027 2.20112 0.08
H -4.71404 -1.03896 1.64054 0.08
H -4.85095 0.54520 1.17579 0.10
H -5.35683 0.07360 3.57096 0.11
C 0.02034 4.14504 1.62999 -0.62
O -0.67694 2.96167 1.46197 -0.10
N -0.45643 5.23105 2.14807 0.15
N 1.20300 4.36918 1.13295 0.14
H -1.40398 5.08001 2.54373 0.14
H 0.07752 5.97869 2.58517 0.12
H 1.75921 3.53779 0.89733 0.03
H 1.79376 5.25370 1.22750 0.14
C -1.12369 -2.77200 -2.36276 -0.56
O -2.41299 -3.22069 -2.27706 -0.09
N -0.70706 -1.73566 -3.10520 0.15
N -0.12944 -3.45943 -1.81796 0.17
H -1.41326 -1.30634 -3.72010 0.13
H 0.22793 -1.37113 -3.23767 0.09
H -0.40783 -4.23181 -1.19607 0.14
H 0.83477 -3.06750 -1.73889 0.05
C 4.09009 2.52943 0.85733 -0.60
O 2.77204 2.19877 0.70310 -0.09
N 4.97337 1.62151 0.68694 0.18
N 4.53670 3.68565 1.32887 0.16
H 4.74565 0.85632 0.03038 0.09
H 5.96089 1.75873 0.85197 0.12
H 3.95781 4.53898 1.37968 0.11
H 5.55458 3.81257 1.29710 0.12
C -0.36959 2.30742 -3.68576 -0.63
O -1.14675 1.25874 -4.18661 -0.15
N 0.11461 3.30405 -4.38026 0.12
N 0.16586 2.24453 -2.52817 0.16
H -0.20183 3.51865 -5.31894 0.11
H 0.62585 4.15686 -3.91168 0.16
H -0.13453 1.40998 -1.93552 0.09
H 0.57198 3.05699 -2.00902 0.14
C 0.70074 -1.95092 3.13801 -0.69
O 1.48379 -1.29076 2.24013 -0.09
N 0.28473 -1.37511 4.22092 0.12
N 0.31410 -3.15507 3.09924 0.18
H 0.42500 -0.32422 4.01347 0.08
H -0.71707 -1.47315 4.58316 0.15
H -0.32726 -3.52961 3.78056 0.12
H 0.53753 -3.73144 2.31796 0.11
C 0.10246 -0.19285 -0.14541 -0.16
O -0.76596 0.13392 -1.13122 -0.13
H -0.29395 0.26847 0.70734 0.05
H 1.16564 -0.02504 -0.26936 0.08
H -0.03553 -1.26156 0.02241 0.07
H -0.81797 -0.48073 -1.87873 0.02
C 5.36043 -0.16412 -2.08936 -0.13
O 4.02213 0.11690 -1.62991 -0.16
H 6.11323 0.48499 -1.65093 0.07
H 5.34731 -0.04828 -3.17874 0.08
H 5.61148 -1.20720 -1.86678 0.07
H 3.37287 -0.42369 -2.12200 0.04
C -3.41568 -3.50574 0.94762 -0.14
O -2.10077 -2.96602 0.97031 -0.14
H -4.04926 -3.14942 1.74206 0.07
H -3.38784 -4.57334 0.91378 0.07
H -3.79941 -3.16857 0.00762 0.05
H -2.23808 -2.01170 0.92535 0.01
C 0.63572 2.06064 4.21901 -0.13
O 0.03695 1.09135 3.38835 -0.17
H 1.49664 2.42931 3.62099 0.09
H 1.04489 1.60564 5.08270 0.07
H 0.03521 2.90017 4.51701 0.07
H -0.42186 1.49439 2.60567 0.06
```



Repeat the second record exactly.
This record from the Open Molecules 2025 dataset describes a molecular structure, C5H14AlBrN3. The level of theory is ωB97M-V with the def2-TZVPD basis set.

Calculated values
E_tot in hartree: -3179.72332
HOMO energy in eV: -4.99
Charge: -1

XYZ file:
```
24
Properties=species:S:1:pos:R:3:lowdin_charge:R:1
N 2.95870 -0.84798 1.27958 0.09
C 2.60834 -0.67382 0.05282 -0.54
N 3.34872 0.23614 -0.75207 0.09
N 1.50797 -1.42638 -0.53469 0.00
C 0.49778 -0.39117 -0.99074 -0.23
C -0.90767 -1.03541 -1.25957 -0.21
C -2.12178 -0.18804 -0.74259 -0.31
C -2.17141 0.00864 0.82264 -0.35
Al -1.29290 1.74701 1.49182 -0.17
Br -2.87389 3.50339 1.95433 -0.03
H 2.36102 -1.54246 1.72846 0.03
H 2.74607 0.92757 -1.19362 0.07
H 4.00372 0.76453 -0.18073 0.08
H 1.01826 -1.92140 0.21375 0.09
H 0.90190 0.04680 -1.94041 0.11
H 0.49729 0.42179 -0.22597 0.04
H -0.91882 -2.10151 -0.90484 0.11
H -1.01793 -1.10329 -2.37739 0.10
H -3.04651 -0.76913 -1.02885 0.09
H -2.19390 0.78103 -1.30306 0.10
H -1.76444 -0.87698 1.39028 0.04
H -3.25832 0.06456 1.11892 0.03
H -0.21845 2.32417 0.43137 -0.11
H -0.42146 1.34441 2.78794 -0.13
```